DFT (ωB97M-V/def2-TZVPD) results for C6H20F3FeN10O8S as an isolated structure in a non-equilibrium geometry.

```
49
Properties=species:S:1:pos:R:3:nbo_charge:R:1
Fe -5.3959 -29.2457 -4.1780 1.98
C -2.8556 -27.6547 -7.1033 0.71
F -2.3538 -26.9599 -8.0996 -0.29
F -2.4990 -28.9306 -7.2443 -0.32
F -2.3490 -27.2093 -5.9486 -0.32
S -4.7006 -27.5205 -7.0483 2.37
O -5.1587 -28.1411 -8.2621 -0.95
O -5.0172 -28.3226 -5.8499 -1.06
O -4.9811 -26.1250 -6.8896 -0.92
C -5.2325 -31.9790 -2.7074 0.76
O -5.5379 -30.7937 -2.9615 -0.77
N -5.3207 -32.3997 -1.4196 -0.84
N -5.0397 -32.9088 -3.6543 -0.81
H -4.7660 -33.1835 -1.1232 0.41
H -5.6668 -31.6955 -0.7772 0.38
H -4.9167 -32.6166 -4.6101 0.42
H -4.9220 -33.8803 -3.4262 0.41
C -7.0571 -30.8153 -6.3314 0.82
O -6.0949 -30.7450 -5.5411 -0.79
N -8.1085 -31.6210 -6.0997 -0.81
N -7.1069 -30.0634 -7.4525 -0.81
H -8.9554 -31.5701 -6.6370 0.41
H -8.0756 -32.2770 -5.3388 0.42
H -7.8704 -30.1840 -8.0926 0.40
H -6.2811 -29.5259 -7.6898 0.45
C -8.4484 -28.7687 -3.3749 0.74
O -7.3141 -28.9254 -3.8520 -0.76
N -9.3790 -28.0314 -4.0261 -0.82
N -8.8068 -29.2667 -2.1802 -0.94
H -9.0587 -27.3998 -4.7405 0.42
H -10.3564 -28.1124 -3.8143 0.41
H -8.1916 -29.9411 -1.7227 0.32
H -9.8031 -29.2942 -2.0044 0.39
C -2.1839 -29.3511 -3.7256 0.83
O -3.4167 -29.2706 -3.7333 -0.76
N -1.5184 -30.2730 -4.4513 -0.80
N -1.4208 -28.4608 -3.0569 -0.80
H -0.5220 -30.3889 -4.4180 0.41
H -2.0796 -30.9579 -4.9240 0.41
H -1.9274 -27.7673 -2.5346 0.43
H -0.4196 -28.5102 -3.0580 0.41
C -5.8091 -26.4967 -2.5622 0.36
O -5.2640 -27.5879 -3.0223 -0.78
N -6.4873 -26.5781 -1.3150 -0.39
N -5.5496 -25.1936 -2.9612 -0.77
H -6.8107 -27.5062 -0.9882 0.28
H -6.2602 -25.8736 -0.5949 0.36
H -4.8936 -24.9657 -3.6882 0.42
H -6.2015 -24.4738 -2.6948 0.40
```

Computed properties:
Highest occupied orbital energy (spin up / spin down) ... -5.10 / -12.48 eV
<S²> ... 20.01
Largest force on an atom ... 3.02 eV Å⁻¹
Net charge ... +1
Kohn-Sham gap (spin up / spin down) ... 0.1073 / 0.2268 Ha
LUMO level (spin up / spin down) ... -2.18 / -6.31 eV
2S+1 ... 9